[1]
# H35O17

H35O17 as an isolated structure (ωB97M-V/def2-TZVPD, the Open Molecules 2025 dataset).

Last column: Mulliken charge in e.
Cartesian coordinates (Å):
O (2.1919, 0.2809, -2.0302)  -0.455
H (-1.0288, 1.8744, 1.9489)  0.524
H (1.5488, -0.3960, -1.8065)  0.143
O (-1.5119, 1.5635, 0.8958)  -0.621
H (1.9242, -2.2654, -1.1536)  0.127
H (-4.0851, 1.3817, 2.3443)  0.351
O (1.4320, 3.5869, 1.0091)  -0.636
H (0.9663, 4.3637, 0.7036)  0.285
H (-0.4485, -2.0808, -3.2866)  0.282
O (1.7316, 1.0274, 2.9700)  -0.587
H (1.8011, 1.7078, 3.6504)  0.284
H (-0.3725, 1.0201, -3.9566)  0.281
O (-0.1747, -2.9468, -2.9599)  -0.585
H (-3.3642, 2.8714, -2.4384)  0.285
O (-0.3326, -0.7707, 1.3576)  -0.536
H (-0.5555, -1.7045, 1.3047)  0.170
H (4.0958, 1.0663, -1.0414)  0.303
O (-2.3191, -4.8255, -0.3317)  -0.631
H (0.6315, -0.6931, 1.4039)  0.367
H (3.5379, -1.1524, -2.2612)  0.404
O (-2.8518, 2.1886, -2.0072)  -0.570
H (1.8979, 0.8583, -2.7545)  0.340
H (-3.1978, 1.3285, -1.7828)  0.303
O (1.5807, -2.5476, -0.3011)  -0.510
H (-2.8700, 0.6646, 3.0018)  0.345
H (2.2977, -2.9824, 0.1742)  0.276
O (4.0585, 1.9653, -1.3536)  -0.627
H (3.2971, -0.7285, 0.5045)  0.295
H (3.8051, 2.0753, -2.2665)  0.304
O (-2.3606, -1.3936, 4.2632)  -0.620
H (-4.4952, -2.0474, -0.4014)  0.320
H (-0.5155, 3.6031, 2.2830)  0.345
O (3.5849, -2.1327, -2.3461)  -0.643
H (-2.3899, -2.2400, 3.8052)  0.315
H (3.4409, -2.2226, -3.2955)  0.314
O (-4.5502, -1.2830, -0.9731)  -0.617
H (-4.0516, -1.2333, -1.7839)  0.304
H (-1.3557, -4.8490, -0.2738)  0.314
O (-0.3574, 2.7318, 2.6593)  -0.562
H (-2.4763, -4.7278, -1.2768)  0.317
H (-1.3416, 0.5829, 0.9233)  0.381
O (0.5228, 1.3738, -3.8635)  -0.623
H (2.1755, 3.3188, 0.4632)  0.294
H (-2.4951, 1.5765, 1.2272)  0.610
O (-3.1841, 1.5195, 2.6674)  -0.716
H (0.5348, 2.5360, 2.2770)  0.481
H (1.3636, 0.2622, 3.4226)  0.275
O (2.7497, -0.4372, 1.2367)  -0.620
H (2.2289, 0.3225, 0.9655)  0.244
H (0.7059, -2.7714, -2.6134)  0.360
H (-1.6866, -1.5299, 4.9376)  0.310
H (0.2675, 2.3098, -3.8408)  0.309

Highest occupied orbital energy in eV: -13.68
Net charge: +1
Energy above the lowest of the compared OMol25 structures with the same formula, charge and spin in kcal per mole: 83.64
Spin multiplicity: 1
F_max in eV/Å: 2.104
Gap between HOMO and LUMO in eV: 10.9
LUMO in eV: -2.83

[2]
# H36O22P

H36O22P as an isolated structure (ωB97M-V/def2-TZVPD, the Open Molecules 2025 dataset).

Last column: Mulliken charge in e.
Cartesian coordinates (Å):
P (0.1701, 0.1608, 0.1749)  -2.461
O (0.6021, -0.1992, 1.5059)  0.729
O (1.2821, -0.0692, -0.8521)  1.725
O (-0.2739, 1.5418, 0.2279)  2.420
O (-0.9719, -0.6152, -0.2011)  0.222
O (2.6701, 1.1408, 2.0009)  -0.866
H (1.8601, 0.7008, 1.8229)  0.150
H (2.6331, 1.2848, 2.9249)  0.326
O (1.0361, 3.5578, 1.3729)  -0.818
H (0.5201, 2.9248, 0.9139)  0.109
H (1.6291, 2.9978, 1.8929)  0.350
O (3.4741, -0.7062, -0.0351)  -0.833
H (3.3711, -0.0212, 0.6459)  0.598
H (2.5671, -0.5052, -0.4281)  -0.041
O (-2.5139, 0.0678, -2.1421)  -0.890
H (-2.7449, 0.9258, -1.7341)  0.624
H (-1.8809, -0.1942, -1.4611)  -0.481
O (0.1401, 0.7208, -3.0881)  -0.713
H (-0.7519, 0.3948, -2.8351)  0.630
H (0.6761, 0.3978, -2.3111)  0.265
O (1.6801, -2.2662, 2.4729)  -0.787
H (1.0981, -2.9242, 2.1039)  0.366
H (1.3571, -1.4452, 2.0949)  -0.017
O (0.1151, 1.0908, 3.5479)  -0.821
H (0.2271, 0.6058, 2.7209)  -0.220
H (-0.7299, 1.5468, 3.3179)  0.468
O (-3.8759, -2.3682, -1.5181)  -0.740
H (-3.1579, -2.3202, -0.8961)  0.402
H (-3.9669, -1.4712, -1.8181)  0.345
O (-2.2329, -2.6202, 0.5939)  -1.035
H (-1.7229, -1.8152, 0.2999)  0.066
H (-1.5119, -3.1992, 0.7809)  0.343
O (2.7881, 1.7408, -1.7661)  -0.815
H (2.2791, 1.0278, -1.3271)  0.204
H (2.9781, 1.5088, -2.6641)  0.281
O (-1.3259, -1.5742, 2.9129)  -0.783
H (-0.5889, -1.2152, 2.3979)  0.063
H (-1.8099, -1.9512, 2.1629)  0.604
O (-2.2439, 2.5268, -1.0571)  -0.854
H (-1.5019, 2.0058, -0.6301)  -0.314
H (-1.8569, 2.6848, -1.9231)  0.373
O (-0.5639, -2.2102, -2.1091)  -0.815
H (0.3071, -2.0302, -2.3971)  0.696
H (-0.7389, -1.6472, -1.3741)  0.134
O (-3.3609, 0.3388, 0.6859)  -0.827
H (-2.4949, 0.0648, 0.3399)  0.327
H (-3.6199, 0.9428, -0.0151)  0.420
O (2.5991, -3.1942, -0.2431)  -0.703
H (3.2551, -3.6952, 0.1959)  0.264
H (2.7821, -2.2672, 0.0589)  0.609
O (-1.8479, 2.2948, 1.9579)  -0.904
H (-1.0859, 1.9478, 1.4189)  -0.186
H (-2.5939, 1.8868, 1.5649)  0.608
O (1.9661, -1.6672, -2.4161)  -0.915
H (1.6701, -0.9772, -1.7061)  -0.261
H (2.1501, -2.3612, -1.7991)  0.510
O (0.5331, 3.1918, -1.5691)  -0.795
H (1.3641, 2.7588, -1.8191)  0.492
H (0.1911, 2.5508, -0.9761)  0.171

Highest occupied orbital energy in eV: -1.09
Net charge: -3
Energy above the lowest of the compared OMol25 structures with the same formula, charge and spin in kcal per mole: 103.00
Spin multiplicity: 1
F_max in eV/Å: 6.455
Gap between HOMO and LUMO in eV: 8.3
LUMO in eV: 7.21

[3]
# H37O18

A 18-piece molecular cluster, H37O18 overall (ωB97M-V/def2-TZVPD, the Open Molecules 2025 dataset).

Last column: Mulliken charge in e.
Cartesian coordinates (Å):
O (-2.1623, 1.4209, -1.1464)  -0.412
H (-1.3686, -4.3404, 2.6391)  0.323
H (-2.1247, 1.9827, -2.0246)  0.559
O (-2.6066, 1.0880, 2.4782)  -0.620
H (5.0401, 0.7628, 1.4464)  0.285
O (1.6853, -3.4393, -4.8985)  -0.611
H (0.7592, -3.6488, -4.7402)  0.302
H (-2.8985, 4.1672, 0.9528)  0.255
O (-0.0153, 4.3491, 2.6806)  -0.618
H (-2.8324, 0.1640, 2.5156)  0.299
H (0.3868, 4.5636, 1.8333)  0.319
O (1.0044, -4.1134, 3.2760)  -0.584
H (0.6478, -3.9415, 4.1495)  0.317
H (-1.7518, 3.7279, -3.4744)  0.299
O (4.8076, 1.4369, 2.0872)  -0.608
H (4.6022, 1.0134, 2.9317)  0.334
H (-0.4688, 2.1863, 1.2844)  0.211
O (1.4778, -1.3221, 0.8612)  -0.611
H (-3.9677, -2.3784, -1.1758)  0.322
H (3.0957, 0.6256, 4.1372)  0.320
O (-1.9498, -1.4944, 0.8714)  -0.532
H (-1.9317, -2.4512, 0.9380)  0.258
H (-1.5910, -1.1051, 1.6731)  0.254
O (3.4151, -0.4828, -4.5759)  -0.620
H (3.1301, -1.1700, -3.9663)  0.308
H (-2.8895, 3.5682, -0.3622)  0.234
O (-0.3284, 1.9236, 0.3674)  -0.368
H (1.3925, -2.0361, 0.2272)  0.295
H (0.2505, 5.0324, 3.3026)  0.295
O (2.6372, 2.1517, 0.9783)  -0.557
H (3.4839, 2.5606, 0.8011)  0.301
H (2.2227, 2.4437, 1.7898)  0.275
O (-0.4199, -0.9858, -1.6821)  -0.552
H (-0.3641, -1.0192, -0.7142)  0.229
H (-1.9031, 0.5745, -1.5445)  0.260
O (-1.7379, -3.5693, 3.0806)  -0.612
H (4.3421, -0.3183, -4.3807)  0.311
H (-2.0899, -3.9531, 3.8901)  0.275
O (-1.6216, 2.8522, -3.0900)  -0.599
H (0.5723, 1.9730, 0.0192)  0.286
H (-1.6906, 2.2821, -3.8739)  0.328
O (-1.4474, -0.2988, -4.3122)  -0.592
H (-0.7472, -1.8182, -2.0340)  0.360
H (-0.6070, -0.3197, -4.7660)  0.332
O (-2.5875, 3.3538, 0.5297)  -0.500
H (-1.6781, -0.8277, -3.5559)  0.228
H (1.6883, -4.7739, 3.4237)  0.295
O (3.2477, -0.2336, 3.7317)  -0.635
H (2.1010, -4.0227, -4.2540)  0.315
H (3.7742, -0.5297, 4.4962)  0.324
O (-3.7442, -2.4735, -2.1039)  -0.624
H (-2.9964, 1.6597, 1.8154)  0.300
H (-4.1168, -1.7743, -2.6373)  0.311
H (2.1928, -0.7395, 0.5914)  0.274
H (-1.3183, 1.7169, -0.4873)  0.462

Highest occupied orbital energy in eV: -12.88
Net charge: +1
Energy above the lowest of the compared OMol25 structures with the same formula, charge and spin in kcal per mole: 103.16
Spin multiplicity: 1
F_max in eV/Å: 2.600
Gap between HOMO and LUMO in eV: 10.4
LUMO in eV: -2.51

[4]
# H39O20

A 20-piece molecular cluster, H39O20 overall (ωB97M-V/def2-TZVPD, the Open Molecules 2025 dataset).

Last column: Mulliken charge in e.
Cartesian coordinates (Å):
O (1.6179, 2.8877, -0.0928)  -0.580
H (-0.4876, -1.6819, -0.1416)  0.403
O (-2.9449, -3.9752, 0.1699)  -0.658
H (-2.3286, -3.2087, 0.1156)  0.451
H (-2.4483, -4.4620, 0.8885)  0.265
O (0.9290, 5.2700, 0.4297)  -0.723
H (1.7585, 0.4104, -1.0494)  0.121
H (0.6040, 4.2605, 0.0489)  0.442
O (-1.7118, 1.9789, -0.4231)  -0.653
H (-1.3381, 2.8831, -0.5396)  0.344
H (-0.8569, -0.5450, -1.8700)  0.135
O (-0.0898, -0.5673, -1.4666)  -0.672
H (4.2151, 1.1137, -0.4367)  0.413
H (1.7747, 4.7839, 0.8949)  0.312
O (2.2218, -2.4757, -0.7370)  -0.632
H (2.4878, 2.8722, -0.2606)  0.121
H (1.4316, 1.9534, 0.2650)  0.515
O (0.6053, 2.7230, 4.6650)  -0.586
H (-0.8998, 0.2422, 4.1075)  0.225
H (1.5125, 2.6734, 4.6273)  0.285
O (-3.1526, -3.7898, -2.7709)  -0.596
H (0.1523, 1.9760, 5.1095)  0.307
H (0.3403, -1.5003, 5.0106)  0.499
O (-3.5579, -2.4547, 3.2737)  -0.607
H (-2.9852, -1.8920, 3.7030)  0.223
H (-3.6547, -2.0629, 2.3664)  0.326
O (-0.8456, -2.4903, 0.4804)  -0.612
H (-0.2399, -2.7934, 0.9969)  0.191
H (1.6561, -1.5594, 4.6581)  0.260
O (4.6037, 1.9937, -0.0680)  -0.679
H (-1.2136, 1.6007, 0.2411)  0.308
H (4.2628, 2.4758, -0.8003)  0.298
O (-0.1600, 4.5748, -2.7269)  -0.534
H (-0.1897, -0.0422, 1.0652)  0.086
H (1.9337, -1.6244, -0.5343)  0.330
O (-2.5565, 2.4774, 3.0585)  -0.569
H (-2.8068, 3.3028, 2.7957)  0.259
H (-3.7067, -4.4453, -2.3696)  0.303
O (2.6879, 0.7840, -1.2307)  -0.692
H (-2.5512, -3.3951, -2.2818)  0.288
H (3.2066, -0.0396, -1.1260)  0.407
O (1.5604, -0.6778, -4.0721)  -0.608
H (1.9236, 0.2804, -4.1954)  0.310
H (1.1176, -0.5773, -3.3202)  0.272
O (2.4682, -4.1443, -3.2298)  -0.684
H (1.6298, -3.8140, -3.4793)  0.325
H (0.1990, 5.2704, -3.3264)  0.260
O (0.3884, 0.6014, 0.6331)  -1.173
H (3.0601, -3.6274, -3.7964)  0.336
H (-0.0914, 0.1360, -0.6367)  0.637
O (1.1609, -1.8605, 5.3168)  -0.625
H (1.9784, -2.8881, -1.5828)  0.346
H (-0.6505, 4.0233, -3.2378)  0.286
O (-2.0226, -0.5053, -4.6157)  -0.666
H (-2.6684, -1.3096, -4.5162)  0.339
H (-2.4655, 0.3645, -4.1653)  0.327
O (-0.6775, -0.6835, 3.9707)  -0.647
H (-1.6381, -0.8968, 4.0095)  0.315
H (-2.5477, 2.0766, 2.1984)  0.326

Highest occupied orbital energy in eV: -7.02
Net charge: -1
Energy above the lowest of the compared OMol25 structures with the same formula, charge and spin in kcal per mole: 192.74
Spin multiplicity: 1
F_max in eV/Å: 10.269
Gap between HOMO and LUMO in eV: 9.1
LUMO in eV: 2.13

[5]
# H3IN2

A single H3IN2 molecule (ωB97M-V/def2-TZVPD, the Open Molecules 2025 dataset).

Last column: Mulliken charge in e.
Cartesian coordinates (Å):
N (-0.8906, -0.0970, -0.1465)  -0.390
N (0.2098, 0.6394, -0.1041)  -0.413
I (2.2721, -0.0843, 0.1049)  -0.017
H (-1.0203, -0.5237, -1.0540)  0.248
H (-0.7744, -0.9412, 0.3641)  0.235
H (0.2034, 1.0068, 0.8356)  0.337

SMILES: NNI
Highest occupied orbital energy in eV: -9.11
Energy above the lowest of the compared OMol25 structures with the same formula, charge and spin in kcal per mole: 4.17
Spin multiplicity: 1
F_max in eV/Å: 3.435
Gap between HOMO and LUMO in eV: 8.7
LUMO in eV: -0.44

[6]
# H3IN2

A single H3IN2 molecule (ωB97M-V/def2-TZVPD, the Open Molecules 2025 dataset).

Last column: Mulliken charge in e.
Cartesian coordinates (Å):
N (0.5063, 0.7508, -0.8440)  -0.725
N (-0.8029, -1.5598, 1.7791)  -0.570
I (-0.2286, -1.3148, -0.0181)  0.555
H (-0.3457, 1.2733, -1.0366)  0.274
H (0.8644, 0.5305, -1.7883)  0.256
H (-0.1618, -1.6332, 2.5448)  0.211

Highest occupied orbital energy (alpha / beta) in eV: -9.01 / -8.99
Energy above the lowest of the compared OMol25 structures with the same formula, charge and spin in kcal per mole: 60.94
Spin multiplicity: 1
F_max in eV/Å: 1.896
Gap between HOMO and LUMO (alpha / beta) in eV: 7.9 / 7.9
LUMO (alpha / beta) in eV: -1.09 / -1.09

[7]
# H3INO2P

A 2-piece molecular cluster, H3INO2P overall (ωB97M-V/def2-TZVPD, the Open Molecules 2025 dataset).

Last column: Mulliken charge in e.
Cartesian coordinates (Å):
N (-1.4522, -0.7481, 0.3338)  -0.507
O (0.9853, 0.6310, -0.9144)  -0.342
O (1.6510, 0.3990, 1.3907)  -0.450
P (1.2361, -0.5020, 0.1075)  0.240
I (-2.3040, 0.0095, -1.2985)  0.175
H (-1.5460, -1.7945, 0.1738)  0.318
H (-0.0059, 0.6413, -1.1124)  0.238
H (1.4357, 1.3638, 1.3196)  0.327

Highest occupied orbital energy (alpha / beta) in eV: -6.13 / -10.09
Energy above the lowest of the compared OMol25 structures with the same formula, charge and spin in kcal per mole: 6.10
Spin multiplicity: 3
F_max in eV/Å: 4.428
Gap between HOMO and LUMO (alpha / beta) in eV: 5.7 / 8.0
LUMO (alpha / beta) in eV: -0.46 / -2.10

[8]
# H3IO

A 2-piece molecular cluster, H3IO overall (ωB97M-V/def2-TZVPD, the Open Molecules 2025 dataset).

Last column: Mulliken charge in e.
Cartesian coordinates (Å):
O (-0.1916, 0.5373, 0.5728)  -0.769
H (-0.0321, 0.3987, -0.3637)  -0.075
H (-0.7612, -0.1313, 0.9602)  0.366
H (0.6383, 0.6434, 1.0436)  0.593
I (0.3467, -1.4481, -2.2128)  -1.115

Highest occupied orbital energy (alpha / beta) in eV: -0.79 / -4.12
Net charge: -1
Spin multiplicity: 2
F_max in eV/Å: 2.676
Gap between HOMO and LUMO (alpha / beta) in eV: 4.7 / 7.9
LUMO (alpha / beta) in eV: 3.94 / 3.78

[9]
# H3IO3P

An isolated ion of composition H3IO3P and charge +1 (ωB97M-V/def2-TZVPD, the Open Molecules 2025 dataset).

Last column: Mulliken charge in e.
Cartesian coordinates (Å):
O (-0.0133, -1.0664, 1.2106)  -0.399
O (0.3520, -0.6291, -1.1886)  -0.398
O (0.4178, 1.7165, 0.1814)  -0.477
P (-0.3312, -0.0632, 0.0798)  0.829
I (-2.6786, 0.2741, 0.1027)  0.319
H (0.6193, -1.7964, 0.8480)  0.422
H (0.4721, -0.0684, -1.9276)  0.378
H (1.1620, 1.6329, 0.6937)  0.325

Highest occupied orbital energy in eV: -15.49
Net charge: +1
Energy above the lowest of the compared OMol25 structures with the same formula, charge and spin in kcal per mole: 34.56
Spin multiplicity: 1
F_max in eV/Å: 7.421
Gap between HOMO and LUMO in eV: 9.9
LUMO in eV: -5.61

[10]
# H3IO3P

H3IO3P as an isolated structure (ωB97M-V/def2-TZVPD, the Open Molecules 2025 dataset).

Last column: Mulliken charge in e.
Cartesian coordinates (Å):
O (-0.4728, 0.9365, -1.4322)  -0.325
O (-0.2461, 1.0794, 1.2660)  -0.336
O (0.0412, -1.5793, 0.3048)  -0.567
P (-0.8979, 0.3862, -0.0292)  0.835
I (-3.2125, -0.1651, 0.0246)  0.366
H (0.3652, 1.3631, -1.4142)  0.369
H (-0.1547, 0.4716, 1.9126)  0.359
H (0.3442, -1.9379, -0.4453)  0.300

Highest occupied orbital energy in eV: -15.49
Net charge: +1
Energy above the lowest of the compared OMol25 structures with the same formula, charge and spin in kcal per mole: 76.82
Spin multiplicity: 1
F_max in eV/Å: 8.909
Gap between HOMO and LUMO in eV: 9.1
LUMO in eV: -6.38